Below is C34H24ClN3O5Sc as an isolated structure in a non-equilibrium geometry, with properties calculated with the ωB97M-V functional and the def2-TZVPD basis.

Last column: Löwdin charge in e.
Geometry (Å):
Sc: 0.827 0.209 0.459  1.038
O: 1.743 -3.896 -1.091  0.026
C: 1.245 -4.731 -0.114  -0.241
C: 1.382 -6.113 -0.303  -0.032
C: 0.836 -7.032 0.570  -0.108
C: 0.158 -6.566 1.684  -0.130
C: 0.037 -5.210 1.964  -0.034
C: 0.610 -4.267 1.072  -0.056
C: 0.469 -2.767 1.258  -0.375
O: 1.154 -2.020 0.405  -0.158
N: -0.357 -2.246 2.128  0.048
N: -0.414 -0.881 2.004  -0.063
C: -1.237 -0.303 2.888  -0.081
C: -1.784 0.957 2.778  -0.156
C: -2.751 1.282 3.784  -0.050
C: -3.277 2.555 3.868  -0.126
C: -2.925 3.500 2.895  -0.102
C: -2.107 3.197 1.807  -0.012
C: -1.410 1.955 1.752  -0.322
O: -0.494 1.703 0.868  -0.160
H: 1.632 -3.004 -0.641  0.040
H: 1.881 -6.430 -1.222  0.115
H: 0.890 -8.105 0.395  0.098
H: -0.372 -7.268 2.346  0.096
H: -0.513 -4.879 2.833  0.101
H: -1.574 -0.922 3.705  0.116
H: -3.016 0.475 4.455  0.101
H: -3.974 2.846 4.674  0.098
H: -3.367 4.502 2.996  0.103
H: -1.944 3.942 1.029  0.113
Cl: 0.470 5.973 4.638  0.674
C: 1.373 4.704 3.954  -0.696
C: 2.463 5.039 3.130  -0.112
C: 3.131 4.032 2.478  -0.015
C: 2.704 2.678 2.563  -0.118
C: 1.643 2.360 3.429  -0.019
C: 0.992 3.356 4.159  -0.085
C: 3.383 1.725 1.625  -0.498
O: 4.550 1.887 1.272  0.062
O: 2.559 0.748 1.164  -0.168
H: 2.700 6.104 3.066  0.100
H: 3.990 4.246 1.842  0.120
H: 1.306 1.333 3.551  0.114
H: 0.151 3.130 4.818  0.107
N: 0.552 0.321 -1.562  0.033
C: 0.081 0.233 -2.704  -0.340
C: -1.037 1.150 -3.125  -0.178
C: -2.019 1.455 -2.201  -0.026
C: -2.938 2.458 -2.471  -0.082
C: -2.931 3.116 -3.695  -0.115
C: -2.001 2.752 -4.642  -0.112
C: -1.051 1.782 -4.367  -0.052
C: 0.532 -0.816 -3.689  -0.159
C: -0.328 -1.296 -4.672  -0.041
C: -0.002 -2.454 -5.418  -0.088
C: 1.213 -3.085 -5.214  -0.111
C: 2.110 -2.566 -4.289  -0.095
C: 1.781 -1.450 -3.543  -0.030
H: -2.009 1.026 -1.214  0.100
H: -3.729 2.713 -1.776  0.098
H: -3.662 3.913 -3.936  0.105
H: -2.016 3.239 -5.623  0.100
H: -0.286 1.550 -5.126  0.123
H: -1.278 -0.802 -4.857  0.104
H: -0.722 -2.834 -6.152  0.096
H: 1.458 -4.004 -5.750  0.097
H: 3.028 -3.105 -4.126  0.099
H: 2.492 -1.092 -2.781  0.121

Summary:
LUMO level (eV): 2.083
Energy above the lowest of the compared OMol25 structures with the same formula, charge and spin (kcal per mole): 0.0
Total charge: -1

***

Below is C34H24N4O8PSY as an isolated structure in a non-equilibrium geometry, with properties calculated with the ωB97M-V functional and the def2-TZVPD basis.

Last column: Löwdin charge in e.
Geometry (Å):
Y: 1.290 -1.214 -0.758  1.353
N: 0.552 -5.427 0.498  0.045
C: 1.052 -4.400 -0.286  -0.902
S: 2.511 -3.595 0.260  0.537
N: 0.411 -4.194 -1.401  -0.009
N: 0.847 -3.060 -2.068  -0.141
C: 0.584 -2.975 -3.310  -0.088
C: 1.057 -1.871 -4.150  -0.162
C: 0.551 -1.751 -5.441  -0.073
C: 0.993 -0.776 -6.317  -0.136
C: 1.990 0.103 -5.881  -0.126
C: 2.516 0.006 -4.607  -0.028
C: 2.054 -0.967 -3.692  -0.371
O: 2.557 -1.041 -2.490  -0.216
H: 0.695 -5.235 1.479  0.047
H: -0.426 -5.577 0.293  0.078
H: 0.034 -3.793 -3.776  0.121
H: -0.234 -2.437 -5.744  0.104
H: 0.571 -0.691 -7.311  0.076
H: 2.355 0.876 -6.551  0.083
H: 3.283 0.688 -4.253  0.107
O: 3.274 -0.780 5.395  0.045
C: 2.743 -0.792 4.135  -0.289
C: 1.723 -1.666 3.784  0.045
C: 1.247 -1.614 2.495  -0.237
N: 1.749 -0.770 1.597  0.025
C: 2.711 0.083 1.940  -0.176
C: 3.246 0.112 3.211  0.061
C: 3.131 1.043 0.825  -0.610
O: 3.908 1.952 1.121  0.009
O: 2.586 0.777 -0.293  -0.121
C: 0.096 -2.501 2.016  -0.672
O: -0.299 -3.371 2.803  -0.010
O: -0.330 -2.209 0.856  -0.161
H: 2.851 -1.489 5.892  0.097
H: 1.283 -2.378 4.475  0.127
H: 4.027 0.821 3.451  0.125
O: -2.007 -1.219 -3.300  0.045
C: -1.618 -0.455 -2.426  -0.589
O: -0.423 -0.274 -2.002  -0.203
C: -2.615 0.469 -1.744  -0.114
C: -3.802 0.754 -2.412  -0.031
C: -4.721 1.640 -1.877  -0.098
C: -4.460 2.244 -0.649  -0.099
C: -3.292 1.944 0.033  -0.102
C: -2.353 1.050 -0.495  -0.253
P: -0.770 0.693 0.429  1.156
C: -0.145 2.453 0.312  -0.315
C: 0.449 2.793 -0.910  -0.090
C: 0.944 4.066 -1.136  -0.078
C: 0.869 5.037 -0.143  -0.109
C: 0.279 4.720 1.071  -0.104
C: -0.229 3.440 1.293  -0.095
C: -1.383 0.572 2.169  -0.342
C: -2.618 -0.027 2.436  -0.089
C: -3.015 -0.308 3.736  -0.088
C: -2.177 -0.012 4.806  -0.104
C: -0.930 0.540 4.556  -0.091
C: -0.534 0.814 3.252  -0.113
H: -3.973 0.262 -3.362  0.110
H: -5.635 1.869 -2.412  0.089
H: -5.166 2.952 -0.225  0.091
H: -3.098 2.415 0.991  0.103
H: 0.538 2.039 -1.685  0.099
H: 1.412 4.294 -2.087  0.101
H: 1.281 6.026 -0.311  0.089
H: 0.215 5.466 1.858  0.089
H: -0.708 3.232 2.240  0.087
H: -3.270 -0.296 1.612  0.108
H: -3.974 -0.782 3.911  0.095
H: -2.484 -0.235 5.821  0.089
H: -0.245 0.739 5.374  0.099
H: 0.468 1.196 3.079  0.104

Summary:
LUMO level (eV): 4.155
Energy above the lowest of the compared OMol25 structures with the same formula, charge and spin (kcal per mole): 19.3
Total charge: -2

***

> The lowest energy above the lowest of the compared OMol25 structures with the same formula, charge and spin belongs to which entry?

C34H24ClN3O5Sc

***

> What is the LUMO level in the first record?

2.083 eV

***

> What is the formula in the first record?

C34H24ClN3O5Sc